The following is a quantum chemistry calculation of C29H29B2N10Rh as an isolated structure in a non-equilibrium geometry, from the OMol25 dataset.

Calculated values
**Relative energy (zero: lowest compared OMol25 entry of this formula, charge and spin)**: 0.00 kcal per mole
**Multiplicity**: 5
**HOMO-LUMO gap (alpha / beta)**: 0.2627 / 0.2744 Ha
**Energy**: -49805.3750 eV

The geometry in XYZ format:
```
71
C29H29B2N10Rh, DFT wB97M-V/def2-TZVPD
Rh 0.027 0.179 -0.324
C -2.394 -2.047 2.712
C -1.187 -1.845 2.050
N -1.235 -0.734 1.322
N -2.467 -0.208 1.489
C -3.175 -0.973 2.325
B -2.878 1.150 0.870
N -2.988 1.039 -0.656
C -4.045 1.207 -1.465
C -3.623 1.057 -2.770
C -2.253 0.796 -2.664
N -1.891 0.791 -1.391
N -1.825 2.206 1.238
C -1.988 3.293 2.002
C -0.771 3.933 2.129
C 0.105 3.134 1.397
N -0.534 2.104 0.859
H -2.660 -2.850 3.374
H -0.295 -2.449 2.055
H -4.180 -0.695 2.588
H -3.939 1.468 1.325
H -5.013 1.425 -1.049
H -4.215 1.129 -3.664
H -1.515 0.598 -3.422
H -2.960 3.530 2.395
H -0.554 4.836 2.667
H 1.159 3.267 1.221
B 1.641 -1.748 -2.916
N 1.860 -0.187 -2.874
C 2.874 0.487 -3.418
C 2.705 1.841 -3.162
C 1.517 1.899 -2.441
N 1.021 0.667 -2.276
N 0.161 -2.076 -2.599
C -0.657 -2.818 -3.355
C -1.830 -3.048 -2.658
C -1.638 -2.383 -1.450
N -0.434 -1.816 -1.420
H 2.382 -2.264 -2.126
H 1.830 -2.105 -4.049
H 3.632 -0.039 -3.972
H 3.332 2.652 -3.481
H 0.985 2.745 -2.036
H -0.333 -3.140 -4.327
H -2.690 -3.603 -2.981
H -2.309 -2.262 -0.614
C 2.341 1.745 5.096
C 1.674 0.594 4.698
C 1.648 0.230 3.364
C 2.290 1.019 2.410
C 2.944 2.181 2.818
C 2.979 2.538 4.155
C 2.290 0.660 0.987
C 1.956 -0.541 0.469
C 2.389 -1.853 0.848
C 3.667 -1.957 1.441
C 4.191 -3.180 1.802
C 3.458 -4.341 1.588
C 2.205 -4.261 0.996
C 1.680 -3.040 0.616
H 2.356 2.028 6.140
H 1.164 -0.017 5.430
H 1.109 -0.653 3.053
H 3.436 2.802 2.079
H 3.498 3.436 4.461
H 2.563 1.458 0.292
H 4.241 -1.056 1.612
H 5.174 -3.229 2.251
H 3.866 -5.301 1.872
H 1.635 -5.161 0.811
H 0.719 -2.995 0.119
```